Density functional theory data (ωB97M-V/def2-TZVPD) for the molecule C3H8NP.

The calculation puts the HOMO energy at -8.981 eV. For the HOMO-LUMO gap, the calculation gives 0.3679 Eh. For the strongest force on any atom, the calculation gives 5.666 eV/Å. As for the relative energy (zero: lowest compared OMol25 entry of this formula, charge and spin): 26.1 kcal/mol. The SMILES is C/N=C(/C)P.

Geometry as ORCA input:
```
! RIJCOSX wB97M-V def2-TZVPD def2/J DEFGRID3
* xyz 0 1
C 0.03 -0.35 -0.01
C 0.21 -1.76 -0.30
C -1.36 1.53 0.31
N -1.08 -0.01 0.36
P 1.49 0.58 -0.54
H -0.21 -1.89 -1.27
H 1.22 -2.04 -0.44
H -0.24 -2.57 0.35
H -0.98 1.99 1.25
H -2.40 1.69 0.16
H -0.66 1.94 -0.48
H 2.36 -0.42 -0.07
H 1.63 1.33 0.68
*
```

Here are the natural (NBO) charges for atoms 1 to 8, given in e: 0.020 -0.666 -0.446 -0.395 0.225 0.231 0.205 0.241